This record from OMol25 describes a cluster of 6 separate species, C40H88IN2O18P in total. The level of theory is ωB97M-V with the def2-TZVPD basis set.

Geometry as XYZ:
```
150
Properties=species:S:1:pos:R:3:forces:R:3:mulliken_charge:R:1
C 2.8803 -1.4799 -0.7625 0.0 -1.0 0.4 -0.6234
C 2.5955 -0.9612 0.7629 -0.6 0.1 -0.4 -0.0249
I 4.6118 -0.7071 1.6876 -0.9 -0.1 -0.2 -0.0131
C 1.8728 0.5020 0.8894 0.2 0.3 0.9 -1.1264
C 0.6973 0.8122 -0.2034 -0.4 -0.1 1.1 1.2599
C -0.2958 -0.5086 -0.0300 -0.8 -0.4 -0.9 -1.0644
N -0.1382 2.0231 0.2288 -0.6 -0.3 -2.3 -0.3493
C -1.0464 2.3944 -0.9333 -3.0 3.9 2.8 0.2618
O -2.0917 3.1933 -0.7136 6.3 -5.0 -1.9 -0.5987
C -0.4913 1.6033 -2.2528 -1.2 -1.1 1.3 -0.2142
O -0.5599 2.2156 -3.5865 0.4 -1.0 1.0 -0.0618
N -0.9743 3.4927 -3.5517 -0.2 2.8 -2.6 0.0207
O -0.9559 4.0126 -4.6612 0.1 -2.2 3.6 -0.3924
C 1.0539 1.2088 -1.7468 -2.5 -2.4 -0.4 -0.1555
P 1.9996 2.8019 -2.1766 0.3 1.2 -1.0 0.1119
C 3.0431 3.4893 -0.7395 2.1 -1.3 1.0 -0.7350
C 3.2604 2.2491 -3.5543 0.4 -1.6 0.2 -0.9084
H 1.9309 -2.0912 -1.1391 2.0 1.5 0.6 0.1669
H 3.7717 -2.2478 -0.7044 -1.8 1.5 -0.2 0.4247
H 3.1933 -0.6198 -1.5088 -0.8 -1.7 1.7 0.0316
H 2.0639 -1.7657 1.4619 1.2 1.7 -1.9 0.1412
H 2.7260 1.3030 0.9547 -1.8 -1.4 -0.5 0.3422
H 1.3421 0.5148 1.9587 1.0 0.1 -2.3 0.2694
H -0.1762 -1.0326 1.0345 0.0 1.2 -2.5 0.0164
H -1.4465 -0.2350 -0.1036 2.4 -0.3 0.1 0.3797
H -0.1016 -1.2723 -0.9243 -0.3 1.4 2.2 0.1895
H 0.3772 2.8107 0.6808 -0.8 -0.8 -0.7 0.3145
H -1.2510 0.6912 -2.3762 2.0 1.6 0.4 0.2720
H 1.2275 0.2179 -2.3453 0.5 2.0 0.9 0.5185
H 3.7500 4.3895 -1.0771 -2.0 -1.9 0.6 0.3222
H 2.4069 3.7734 0.2009 1.2 -0.3 -2.0 0.0994
H 3.7951 2.6230 -0.4145 -1.4 2.0 -0.4 0.2255
H 4.0538 3.0719 -3.8035 -1.6 -1.6 0.7 0.3543
H 3.7615 1.2629 -3.1119 -0.6 2.1 -1.2 0.1921
H 2.7045 1.9288 -4.5586 1.0 0.9 2.3 0.2741
C -0.6081 4.1452 -7.6174 0.0 0.5 -0.1 -0.7407
O -1.1086 4.9939 -8.6390 -0.2 0.1 0.2 -0.3065
C -2.5336 5.0933 -8.6233 0.6 0.4 -0.4 -0.5270
C -2.9777 6.4845 -9.0850 -0.3 -0.2 0.3 -0.2990
O -2.7803 7.5125 -8.1083 0.4 -0.2 -0.2 -0.4793
C -1.4204 7.8924 -7.8545 -0.2 0.2 -0.1 -0.2230
C -0.7611 8.6444 -9.0144 0.1 -0.7 0.1 -0.6060
O -0.4102 7.7426 -10.0641 -0.3 0.2 -0.2 -0.2594
C -0.4881 8.3354 -11.3486 0.2 -0.2 0.3 -0.8029
H -0.8893 3.1102 -7.8129 0.0 -0.2 0.1 0.3565
H 0.4835 4.2274 -7.6112 -0.2 0.0 -0.1 0.2809
H -0.9765 4.4636 -6.6365 0.0 -0.2 -0.5 0.3744
H -2.9283 4.9049 -7.6216 0.0 0.0 0.1 0.3104
H -2.9216 4.3355 -9.3104 -0.3 0.0 0.0 0.3922
H -4.0624 6.4476 -9.2531 0.1 0.0 0.2 0.4057
H -2.5332 6.7602 -10.0412 0.2 -0.2 0.1 0.0971
H -0.8264 7.0339 -7.5356 0.1 0.0 -0.3 0.0591
H -1.4643 8.5721 -6.9961 -0.1 0.0 -0.2 0.4032
H 0.1625 9.1180 -8.6681 0.0 0.2 0.2 0.3979
H -1.4454 9.4193 -9.3773 0.0 0.0 0.0 0.3523
H -1.4760 8.7748 -11.5140 0.0 0.1 0.0 0.3551
H -0.3300 7.5559 -12.0974 0.1 0.0 0.2 0.2273
H 0.2860 9.1002 -11.4601 0.0 0.1 -0.1 0.3266
C -0.0724 -6.9198 5.0404 -0.4 0.2 -0.2 -0.7865
O -0.7189 -5.7760 4.5039 0.4 -0.2 -0.2 -0.2721
C 0.1793 -4.6864 4.2879 -0.7 0.0 -0.2 -0.6915
C -0.2583 -3.8658 3.0710 0.3 0.0 0.1 -0.1758
O 0.0194 -4.4941 1.8148 -0.3 -0.1 0.2 -0.4021
C -0.7808 -5.6391 1.4886 -0.1 0.2 -0.2 -0.2947
C -2.2433 -5.3047 1.1809 0.1 -0.2 0.7 -0.5338
O -2.9609 -5.0309 2.3843 0.2 0.3 -0.2 -0.2588
C -3.9937 -4.0777 2.2051 0.0 -0.3 0.1 -0.6171
H 0.2621 -6.7231 6.0592 0.2 -0.1 0.1 0.3290
H -0.7923 -7.7445 5.0500 0.0 0.2 0.0 0.2391
H 0.7727 -7.2165 4.4102 0.1 0.0 0.1 0.3333
H 1.1996 -5.0453 4.1302 0.1 0.0 0.0 0.3071
H 0.1537 -4.0593 5.1839 0.2 0.2 0.0 0.4239
H 0.3291 -2.9378 3.0680 0.1 -0.2 0.0 0.3917
H -1.3029 -3.5617 3.1358 -0.1 -0.2 0.1 0.0782
H -0.6920 -6.4108 2.2555 -0.2 0.1 0.1 0.1154
H -0.3337 -6.0562 0.5792 0.0 0.2 0.0 0.3960
H -2.7240 -6.1632 0.7019 0.1 -0.1 -0.3 0.3972
H -2.2817 -4.4478 0.4993 0.0 0.0 0.0 0.2942
H -3.6015 -3.1602 1.7572 0.0 0.1 -0.1 0.2798
H -4.4078 -3.8306 3.1853 0.1 -0.1 -0.1 0.2120
H -4.7868 -4.4926 1.5764 -0.1 0.2 -0.1 0.2277
C -9.2352 -7.3664 -3.3118 -0.2 0.0 0.5 -0.7970
O -8.9954 -7.5463 -1.9246 0.2 0.3 -0.3 -0.2648
C -7.6032 -7.6053 -1.6097 -0.6 0.0 0.5 -0.6040
C -7.3423 -7.0039 -0.2254 0.3 0.0 -0.2 -0.3098
O -7.4073 -5.5741 -0.1902 -0.4 -0.2 -0.1 -0.4355
C -8.7122 -4.9957 -0.3346 0.1 0.1 0.3 -0.3145
C -9.6287 -5.2277 0.8702 0.0 -0.4 -0.5 -0.5831
O -10.1223 -6.5673 0.8764 0.3 0.0 0.3 -0.2663
C -10.3319 -7.0710 2.1839 -0.1 0.1 -0.4 -0.7997
H -8.9356 -8.2556 -3.8668 0.1 0.0 -0.2 0.3304
H -10.3077 -7.1976 -3.4526 0.2 -0.1 0.1 0.2285
H -8.7028 -6.4848 -3.6842 0.1 -0.1 -0.1 0.3515
H -7.0104 -7.0656 -2.3526 0.0 0.1 0.0 0.3630
H -7.3115 -8.6596 -1.6144 0.3 0.0 0.0 0.3946
H -6.3108 -7.2550 0.0562 -0.1 0.2 -0.1 0.3928
H -7.9802 -7.4453 0.5401 -0.2 0.0 -0.2 0.1303
H -9.1797 -5.3113 -1.2691 -0.1 -0.2 0.2 0.1064
H -8.5430 -3.9167 -0.4244 0.1 -0.1 0.1 0.4085
H -10.4942 -4.5608 0.8078 0.1 0.3 0.0 0.4057
H -9.0762 -5.0104 1.7910 0.0 0.0 0.0 0.3461
H -9.4235 -6.9779 2.7860 0.0 0.1 0.1 0.3536
H -10.5855 -8.1309 2.1079 0.0 0.2 -0.1 0.2300
H -11.1576 -6.5399 2.6663 0.0 0.0 0.2 0.3265
C 7.1176 -6.4431 8.0952 0.1 0.3 -0.4 -0.8010
O 6.8588 -6.1375 6.7336 -0.3 0.0 0.3 -0.2639
C 5.7287 -6.8418 6.2164 0.4 0.6 -0.4 -0.6326
C 5.0034 -5.9927 5.1681 -0.3 -0.2 0.2 -0.3138
O 4.2288 -4.9227 5.7201 0.4 0.0 0.0 -0.3953
C 4.9686 -3.8278 6.2786 -0.1 0.1 -0.2 -0.4038
C 5.6971 -2.9765 5.2346 0.3 -0.5 0.3 -0.2957
O 6.8666 -3.6476 4.7652 -0.3 -0.1 -0.3 -0.3023
C 7.1673 -3.3497 3.4131 0.0 -0.1 0.4 -0.6646
H 7.4544 -7.4752 8.1946 0.0 -0.2 0.2 0.3310
H 7.9048 -5.7708 8.4511 -0.1 -0.1 -0.2 0.2283
H 6.2248 -6.2710 8.7057 0.0 -0.1 0.1 0.3528
H 5.0288 -7.0999 7.0153 0.0 0.0 0.1 0.3612
H 6.1001 -7.7608 5.7536 -0.2 -0.2 -0.1 0.4117
H 4.2796 -6.6425 4.6580 0.0 0.1 0.2 0.4024
H 5.6804 -5.6296 4.3950 0.2 0.0 0.2 0.1204
H 5.6419 -4.1709 7.0664 0.2 0.0 -0.2 0.1028
H 4.2217 -3.1923 6.7676 0.0 -0.1 -0.2 0.4128
H 6.0207 -2.0349 5.6886 -0.2 0.2 0.1 0.4220
H 5.0134 -2.7574 4.4070 0.0 0.0 0.0 0.1230
H 6.3060 -3.5526 2.7702 0.0 0.1 -0.1 0.3000
H 7.9916 -3.9918 3.0944 0.0 0.1 0.2 0.2423
H 7.4707 -2.3034 3.3145 0.0 0.1 -0.2 0.2686
C 6.1877 9.1635 2.4190 -0.5 0.1 0.1 -0.7954
O 4.8461 9.0603 1.9679 0.3 -0.4 0.1 -0.2631
C 4.7099 8.1965 0.8383 -0.6 0.3 0.4 -0.6495
C 3.3562 7.4807 0.8727 0.3 -0.2 -0.2 -0.3276
O 3.2810 6.4235 1.8352 0.0 0.4 0.2 -0.3755
C 3.2473 6.8223 3.2128 -0.3 -0.1 0.0 -0.3353
C 1.9425 7.5091 3.6266 0.5 0.4 -0.2 -0.5735
O 1.9044 8.8513 3.1415 -0.2 -0.3 -0.3 -0.2713
C 0.5926 9.2884 2.8329 0.3 0.0 0.1 -0.7917
H 6.7958 9.6894 1.6826 0.2 0.0 0.0 0.3290
H 6.1889 9.7279 3.3570 -0.1 0.0 -0.2 0.2295
H 6.6042 8.1711 2.6213 0.1 0.0 -0.1 0.3500
H 5.5091 7.4512 0.8166 0.0 -0.1 0.0 0.3591
H 4.7749 8.8191 -0.0589 0.0 -0.1 -0.2 0.4081
H 3.2120 6.9967 -0.1026 0.1 0.0 0.2 0.4189
H 2.5267 8.1780 0.9893 0.2 0.2 0.2 0.1253
H 4.1225 7.4224 3.4688 -0.2 0.2 -0.1 0.0980
H 3.3334 5.8925 3.7863 -0.1 0.0 -0.2 0.3997
H 1.8807 7.5543 4.7182 0.0 -0.2 0.1 0.4083
H 1.0938 6.9311 3.2446 0.0 0.0 0.0 0.3420
H 0.1075 8.5987 2.1363 -0.1 0.0 0.0 0.3525
H 0.6600 10.2680 2.3541 0.1 -0.1 0.1 0.2305
H -0.0015 9.3777 3.7470 -0.2 0.0 0.0 0.3246
```
Positions in Å, forces in eV/Å.

Output
**E_LUMO**: 0.1 eV
**SMILES**: C[C@@H](I)C[C@@]1(C)NC(=O)[C@@H](ON=O)[C@H]1P(C)C.COCCOCCOC.COCCOCCOC.COCCOCCOC.COCCOCCOC.COCCOCCOC
**Energy**: -3679.12404 Ha
**Orbital gap**: 8.55 eV